This record from the Open Molecules 2025 dataset describes C8H14N4O2 in the gas phase. The level of theory is the ωB97M-V functional and the def2-TZVPD basis.

XYZ file:
```
28
Properties=species:S:1:pos:R:3:nbo_charge:R:1
C -1.642 -1.744 -1.371 0.137
C -0.392 -1.435 -2.075 -0.134
C -0.987 -1.207 2.297 0.781
C -0.641 -1.206 0.744 -0.273
C -0.440 0.244 0.453 0.632
C 2.976 1.045 -0.275 -0.633
C -1.161 2.044 -0.886 -0.442
C 2.087 0.275 0.697 -0.208
N -1.660 -1.803 -0.101 -0.494
N 0.421 -0.495 -1.812 -0.633
N -1.418 1.062 0.107 -0.596
N 0.729 0.796 0.903 -0.574
O -0.196 -1.016 3.200 -0.565
O -2.256 -1.461 2.517 -0.655
H -2.514 -2.255 -1.924 0.191
H -0.033 -2.197 -2.767 0.145
H 0.229 -1.698 0.545 0.257
H 2.523 1.369 -1.176 0.233
H 3.328 2.073 0.044 0.200
H 3.844 0.452 -0.549 0.230
H -0.399 1.565 -1.618 0.261
H -2.029 2.505 -1.491 0.228
H -0.724 2.808 -0.356 0.186
H 2.584 0.401 1.702 0.207
H 1.927 -0.803 0.455 0.218
H -2.304 0.550 0.122 0.404
H 0.764 1.824 0.973 0.391
H -2.616 -1.691 1.642 0.507
```

Values from the calculation:
HOMO (spin up / spin down)   -0.252 / -0.252 Eh
LUMO (spin up / spin down)   0.43 / 0.43 eV
Multiplicity   1
Charge   0
ΔE to the lowest compared entry with this formula, charge and spin   247.54 kJ/mol
Frontier orbital gap (spin up / spin down)   7.28 / 7.28 eV